[1]
139
Properties=species:S:1:pos:R:3:forces:R:3 method="wB97M-V/def2-TZVPD" multiplicity=1 total_energy_ha=-2731.6138
C 5.4829 -1.5813 2.5393 0.07 -0.29 -0.26
C 5.1958 -0.6854 1.1582 -0.06 -0.20 0.84
C 4.1261 0.5333 1.5040 1.97 -0.82 0.00
F 4.9005 1.7975 1.4270 -2.13 -2.65 0.49
O 3.0095 0.6256 0.5212 -0.49 1.23 4.09
P 1.7895 1.6898 1.1574 -1.52 7.06 -4.39
O 1.7443 2.9554 0.1590 0.19 -5.35 3.91
O 2.1223 2.3440 2.7363 -2.34 -2.27 -1.80
O 0.1755 1.0454 1.1877 4.50 -1.20 0.70
Si 0.1416 -0.7063 1.2798 -2.29 -1.27 -0.12
C -1.5743 -1.1660 2.1192 0.15 0.74 1.41
C 0.0393 -1.4905 -0.5100 -0.42 -0.37 -1.26
C 1.4931 -1.5002 2.3977 1.55 -0.88 -0.49
H 6.3776 -1.1371 3.1816 -1.94 -0.92 -1.51
H 4.5387 -1.6304 3.2304 1.71 0.06 -1.34
H 5.7464 -2.6974 2.2142 -0.47 2.51 0.79
H 6.2612 -0.2632 0.8502 -2.65 -0.68 0.22
H 4.7170 -1.3837 0.3460 1.09 1.50 1.44
H 3.7227 0.2891 2.5988 0.83 1.37 -2.37
H 1.1976 2.5224 3.1315 1.94 -0.40 -0.86
H -1.7660 -2.3247 2.1166 0.23 2.32 -0.17
H -2.4654 -0.5263 1.7127 1.54 -1.47 0.60
H -1.4320 -0.8429 3.2599 -0.48 -0.74 -2.24
H 0.9133 -2.2476 -0.7295 -1.57 1.69 0.25
H -0.0380 -0.6456 -1.3497 0.47 -1.87 1.78
H -0.9654 -2.1225 -0.6347 2.12 1.40 0.52
H 1.8302 -0.8512 3.3146 -0.76 -1.41 -1.61
H 1.1402 -2.5965 2.7107 0.64 2.54 -0.43
H 2.4410 -1.6820 1.6950 -1.87 0.38 1.66
C -3.3903 2.5739 -1.0276 -0.05 0.04 0.10
C -4.6462 1.8078 -1.4334 0.16 -0.10 0.22
N -5.2134 0.9817 -0.3635 -0.07 -0.34 0.06
C -6.2468 0.0554 -0.8331 0.27 -0.10 -0.15
C -7.5320 0.6580 -1.3961 -0.39 -0.07 -0.06
C -5.5206 1.6685 0.8923 0.36 0.04 0.01
C -6.4985 2.8379 0.8361 -0.25 0.23 0.23
H -2.6171 1.8978 -0.6492 -0.12 0.07 0.01
H -2.9802 3.0998 -1.8962 -0.08 -0.09 0.11
H -3.6003 3.3278 -0.2631 0.06 -0.08 -0.05
H -4.3602 1.1544 -2.2685 -0.27 -0.09 0.19
H -5.3800 2.5174 -1.8284 -0.08 0.15 -0.13
H -6.5099 -0.6403 -0.0271 0.13 0.21 0.07
H -5.8027 -0.5795 -1.6120 0.10 0.20 0.07
H -8.1814 1.0374 -0.6033 0.07 0.05 -0.14
H -8.1004 -0.1158 -1.9274 0.09 0.10 0.07
H -7.3402 1.4639 -2.1099 0.01 -0.04 0.08
H -4.5811 2.0312 1.3256 0.00 -0.03 -0.20
H -5.8871 0.9403 1.6275 0.02 -0.10 -0.31
H -6.3123 3.5042 -0.0103 0.01 -0.08 0.04
H -6.4047 3.4382 1.7491 0.00 -0.07 -0.13
H -7.5336 2.4951 0.7900 0.06 0.10 -0.11
C 4.5772 2.3117 -2.4446 -0.04 -0.13 -0.01
C 5.7887 1.7686 -3.1970 -0.13 -0.07 0.23
N 6.0075 0.3303 -3.0171 0.29 -0.27 0.14
C 7.3072 -0.1247 -3.5172 0.03 0.21 0.23
C 7.5637 -0.0153 -5.0185 0.22 -0.15 -0.30
C 4.8781 -0.5429 -3.3414 -0.14 0.19 0.30
C 4.3200 -0.4773 -4.7596 -0.23 -0.21 -0.28
H 4.6417 2.0904 -1.3745 -0.04 0.00 -0.16
H 4.5268 3.3996 -2.5597 0.02 -0.17 0.01
H 3.6389 1.9023 -2.8304 0.06 0.05 0.10
H 6.6650 2.3084 -2.8139 0.06 -0.31 -0.13
H 5.6952 2.0341 -4.2547 0.00 0.11 -0.18
H 7.4765 -1.1632 -3.2077 -0.24 0.05 0.03
H 8.0881 0.4487 -2.9991 -0.20 0.08 0.01
H 7.0364 -0.7932 -5.5763 0.02 0.16 0.01
H 8.6337 -0.1513 -5.2209 -0.15 0.02 0.05
H 7.2810 0.9606 -5.4227 -0.01 -0.10 0.07
H 4.0613 -0.3234 -2.6439 0.13 0.16 -0.02
H 5.1444 -1.5841 -3.1177 0.25 0.19 -0.01
H 4.2200 0.5473 -5.1274 0.04 -0.07 0.07
H 3.3209 -0.9293 -4.7815 0.12 0.07 0.00
H 4.9362 -1.0420 -5.4612 -0.03 0.15 -0.03
C -12.2552 3.2254 -6.2148 0.06 -0.10 -0.04
C -11.3011 3.9120 -5.2415 -0.10 -0.24 0.12
N -10.7318 3.0154 -4.2311 0.01 -0.01 0.31
C -10.0379 3.7243 -3.1530 -0.30 0.10 0.04
C -8.7865 4.5181 -3.5210 0.33 0.14 0.15
C -10.0436 1.8253 -4.7341 -0.34 -0.09 -0.11
C -8.8633 2.0383 -5.6767 0.33 -0.19 -0.15
H -13.0692 2.7210 -5.6844 0.16 0.02 -0.02
H -12.7009 3.9694 -6.8835 0.09 -0.07 0.11
H -11.7407 2.4929 -6.8437 -0.08 0.04 0.06
H -11.8800 4.6939 -4.7321 0.27 -0.13 0.15
H -10.5207 4.4231 -5.8141 0.07 0.14 -0.15
H -9.7822 3.0175 -2.3542 -0.06 -0.12 -0.22
H -10.7530 4.4178 -2.6896 -0.04 -0.10 -0.21
H -7.9283 3.8633 -3.6916 -0.08 0.11 -0.07
H -8.5157 5.1849 -2.6926 -0.06 -0.10 -0.11
H -8.9320 5.1452 -4.4048 0.01 -0.10 0.06
H -10.7782 1.1930 -5.2465 -0.04 0.19 0.03
H -9.7098 1.2105 -3.8882 -0.10 0.31 0.06
H -9.0599 2.8015 -6.4343 -0.01 -0.04 0.08
H -8.6441 1.1034 -6.2066 -0.03 0.12 0.06
H -7.9576 2.3112 -5.1324 -0.05 0.09 -0.12
C -2.9008 -5.9701 7.2119 -0.12 0.01 0.02
C -2.4237 -4.5667 6.8489 -0.18 -0.10 -0.20
N -3.2734 -3.8821 5.8699 0.06 0.13 -0.28
C -2.6693 -2.6600 5.3332 0.14 -0.24 -0.09
C -2.4239 -1.5081 6.3051 0.03 0.37 0.04
C -4.6940 -3.7753 6.2066 0.00 -0.36 -0.04
C -5.0599 -3.0622 7.5045 -0.30 0.18 0.20
H -2.9995 -6.5992 6.3216 -0.04 0.13 0.08
H -2.1758 -6.4464 7.8804 -0.08 0.11 -0.08
H -3.8608 -5.9529 7.7362 0.08 -0.03 -0.07
H -1.4166 -4.6765 6.4250 -0.18 0.27 -0.09
H -2.3146 -3.9825 7.7680 0.08 0.03 0.19
H -3.2729 -2.2894 4.4959 -0.10 -0.18 0.15
H -1.7054 -2.9303 4.8805 -0.10 -0.14 0.13
H -3.3505 -0.9842 6.5529 0.13 -0.08 0.06
H -1.7575 -0.7698 5.8414 -0.08 -0.10 0.05
H -1.9459 -1.8357 7.2324 -0.07 0.01 -0.09
H -5.1165 -4.7863 6.2432 0.20 0.03 0.02
H -5.2312 -3.2940 5.3790 0.33 0.00 0.00
H -4.4171 -3.3501 8.3406 -0.02 0.01 -0.09
H -6.0897 -3.3156 7.7842 0.14 0.03 -0.03
H -5.0224 -1.9773 7.3921 0.08 -0.08 0.12
C 12.6132 -2.4178 1.4436 -0.07 -0.09 -0.04
C 11.8696 -1.1123 1.1759 0.08 -0.12 -0.26
N 11.3124 -1.0091 -0.1760 0.01 0.18 -0.24
C 10.8399 0.3378 -0.5063 0.30 0.06 0.05
C 9.6633 0.8896 0.2954 -0.29 0.25 -0.01
C 10.4284 -2.0970 -0.5978 0.33 -0.18 0.02
C 9.1838 -2.3615 0.2436 -0.38 -0.18 0.01
H 13.4133 -2.5764 0.7135 -0.15 0.03 0.03
H 13.0687 -2.3873 2.4390 -0.08 0.04 -0.12
H 11.9430 -3.2822 1.4213 0.09 0.06 -0.02
H 12.5958 -0.3012 1.3202 -0.27 0.05 -0.20
H 11.0986 -0.9822 1.9419 -0.07 0.02 0.21
H 10.5912 0.3881 -1.5733 0.02 -0.24 0.09
H 11.6841 1.0308 -0.3865 0.00 -0.22 0.08
H 8.7164 0.4420 -0.0167 0.06 0.03 0.10
H 9.5741 1.9698 0.1237 0.02 -0.17 0.02
H 9.7837 0.7436 1.3723 0.00 -0.02 -0.10
H 11.0152 -3.0223 -0.6374 0.06 0.15 0.11
H 10.1195 -1.9351 -1.6387 0.14 0.25 0.16
H 9.3860 -2.3333 1.3176 0.02 0.02 -0.07
H 8.7908 -3.3591 0.0131 0.05 0.11 0.04
H 8.3874 -1.6501 0.0190 0.03 0.00 0.12

[2]
87
Properties=species:S:1:pos:R:3:forces:R:3 method="wB97M-V/def2-TZVPD" total_charge=+1 multiplicity=1 total_energy_ha=-3742.1245 de_lowest_kj_mol=8.1
Zn -0.8962 -0.1591 -0.2181 -0.04 0.07 0.18
N -2.3626 -1.7457 -0.2975 0.05 -0.10 0.01
C -2.7214 -1.7996 -1.6989 0.03 0.02 -0.01
C -2.6023 -3.0079 -2.3705 0.02 0.02 0.02
C -2.8769 -3.0885 -3.7255 -0.01 0.02 -0.01
C -3.2862 -1.9498 -4.4018 0.01 -0.01 -0.01
C -3.4076 -0.7492 -3.7214 -0.01 0.00 0.01
C -3.1258 -0.6340 -2.3586 -0.02 0.01 -0.02
C -3.2160 0.7124 -1.7128 0.00 -0.03 -0.02
C -4.2983 1.5310 -2.0383 0.01 -0.01 -0.01
C -4.3516 2.8410 -1.5887 0.01 0.02 0.02
C -3.3127 3.3454 -0.8219 -0.02 0.00 -0.02
C -2.2517 2.5195 -0.4737 0.03 0.00 0.03
C -2.1810 1.1883 -0.8853 -0.03 -0.05 -0.05
H -2.0986 -2.6692 0.0287 -0.06 -0.01 0.00
H -3.1520 -1.4374 0.2658 0.03 0.07 -0.01
H -2.3026 -3.8957 -1.8236 0.00 0.00 0.00
H -2.7813 -4.0340 -4.2416 0.00 0.00 0.00
H -3.5045 -1.9929 -5.4603 0.00 0.00 0.00
H -3.7011 0.1417 -4.2611 0.00 0.01 0.00
H -5.1042 1.1416 -2.6491 0.00 0.00 0.00
H -5.1980 3.4654 -1.8435 0.00 0.00 -0.01
H -3.3338 4.3730 -0.4813 -0.01 0.00 0.00
H -1.4663 2.9320 0.1516 0.00 0.01 0.00
C 1.9279 2.0000 -1.9250 0.03 -0.01 -0.01
C 2.5621 1.1220 -0.8444 -0.06 -0.02 0.01
C 2.2645 1.7465 0.5173 -0.02 0.01 0.04
C 4.0689 1.0253 -1.0484 0.02 -0.03 -0.02
Sb 1.5297 -0.8057 -0.9150 -0.06 0.07 -0.08
C 2.5700 -2.2793 0.3064 0.00 0.06 -0.05
C 2.6401 -1.7146 1.7231 0.05 0.03 0.01
C 1.7235 -3.5529 0.3237 -0.01 0.00 0.02
C 3.9680 -2.5818 -0.2240 -0.01 -0.03 -0.01
C 1.5255 -1.4584 -3.0019 0.07 0.04 0.03
C 2.8568 -1.1636 -3.6873 0.00 0.00 0.00
C 0.3879 -0.7073 -3.6942 0.03 -0.02 -0.03
C 1.2397 -2.9569 -3.0568 0.03 -0.02 0.03
H 2.3155 3.0178 -1.8176 0.00 0.01 0.00
H 0.8392 2.0533 -1.8365 0.00 -0.01 0.01
H 2.1792 1.6639 -2.9302 -0.02 0.01 -0.01
H 2.6510 2.7707 0.5294 0.00 0.00 0.00
H 2.7473 1.2052 1.3310 -0.02 0.00 0.02
H 1.1902 1.7997 0.7187 -0.02 0.01 0.02
H 4.4882 2.0364 -1.0550 0.01 0.00 0.00
H 4.3343 0.5532 -1.9944 0.01 0.01 0.02
H 4.5573 0.4778 -0.2412 -0.01 0.00 0.01
H 1.6488 -1.4951 2.1276 0.00 0.00 0.00
H 3.2426 -0.8055 1.7822 0.00 -0.05 -0.02
H 3.1066 -2.4554 2.3800 -0.01 -0.01 0.01
H 0.6819 -3.3510 0.5908 0.01 0.01 0.02
H 2.1273 -4.2284 1.0838 0.00 -0.02 -0.01
H 1.7395 -4.0818 -0.6280 -0.01 0.03 0.02
H 4.6326 -1.7219 -0.1457 -0.01 0.00 -0.03
H 3.9535 -2.9112 -1.2645 0.00 -0.02 0.02
H 4.4065 -3.3909 0.3682 0.01 0.00 0.01
H 3.0527 -0.0947 -3.7635 0.01 0.00 -0.01
H 2.8253 -1.5602 -4.7068 -0.01 0.00 -0.01
H 3.7005 -1.6338 -3.1789 0.00 0.00 -0.01
H 0.4976 0.3760 -3.6440 0.00 -0.01 0.00
H -0.5843 -0.9701 -3.2770 -0.05 -0.02 0.03
H 0.3746 -0.9909 -4.7513 0.00 0.00 -0.01
H 2.0930 -3.5501 -2.7224 -0.03 0.02 0.01
H 1.0360 -3.2325 -4.0959 0.01 -0.01 -0.01
H 0.3615 -3.2371 -2.4705 -0.01 0.01 -0.01
Te -1.5803 0.1084 2.5880 0.04 -0.04 0.07
C -0.2244 -0.0939 4.1895 0.03 -0.02 -0.06
C 1.0621 0.4286 4.1125 -0.01 -0.05 0.04
C 1.9229 0.3092 5.1936 0.01 0.01 -0.02
C 1.5044 -0.3411 6.3455 0.02 0.00 0.01
C 0.2249 -0.8699 6.4188 -0.02 -0.01 0.01
C -0.6440 -0.7464 5.3433 -0.04 0.00 -0.01
C -2.0504 2.1393 2.8796 0.03 0.02 -0.09
C -1.0562 3.0907 3.0690 0.01 -0.02 0.00
C -1.4052 4.4256 3.2031 0.01 0.01 0.01
C -2.7385 4.8082 3.1329 0.00 0.02 0.00
C -3.7253 3.8545 2.9403 -0.01 -0.01 0.00
C -3.3845 2.5142 2.8164 -0.02 -0.01 0.01
H 1.3944 0.9237 3.2123 0.04 0.04 -0.09
H 2.9213 0.7235 5.1354 0.00 0.00 0.00
H 2.1770 -0.4355 7.1876 0.00 0.00 0.00
H -0.1034 -1.3754 7.3172 0.00 0.00 0.00
H -1.6457 -1.1508 5.4096 0.00 0.00 0.00
H -0.0143 2.8008 3.1165 0.00 0.01 0.00
H -0.6343 5.1689 3.3589 0.00 0.00 0.00
H -3.0063 5.8516 3.2340 0.00 0.00 0.00
H -4.7652 4.1488 2.8899 0.00 0.00 0.00
H -4.1594 1.7721 2.6713 -0.01 0.00 0.00

Let's list HOMO in order: -7.988; -10.730 eV.